The following is a DFT calculation (wB97M-V/def2-TZVPD) of 2 unconnected molecules or ions with the total composition C3H8IN2O.

The geometry in XYZ format:
```
15
Properties=species:S:1:pos:R:3:forces:R:3:lowdin_charge:R:1
C -0.289777 1.069057 -0.936643 -1.20 0.18 0.84 -0.4446
C 0.768696 -0.258456 0.716461 -1.16 -4.30 1.36 0.0466
C -2.256804 -1.089561 0.143482 2.54 -0.10 -2.43 -0.0192
N -0.363131 0.342455 0.110099 -0.37 0.12 0.28 -0.2494
N 2.797748 0.703047 -0.265876 2.47 -0.65 -0.42 0.1098
O -1.520607 -0.069608 0.888897 0.25 0.31 -1.24 -0.0849
I -1.539460 2.277379 -2.026172 0.73 -0.90 0.70 1.1131
H 1.985627 0.495583 0.231100 -1.32 -0.18 1.06 -0.1271
H 0.857985 -0.223412 1.849690 -0.24 0.80 -1.58 0.1502
H 0.838988 -1.392729 0.397062 0.28 2.49 0.26 0.1614
H -1.555709 -1.952089 -0.229290 -1.02 1.86 0.42 0.1375
H -2.781290 -0.566710 -0.680905 0.12 -0.73 0.45 0.0848
H -2.872106 -1.569767 0.815760 -1.64 -0.51 1.59 0.0691
H 2.607133 0.842366 -1.212756 -0.13 0.51 -1.58 0.0147
H 3.322707 1.392445 0.199091 0.69 1.10 0.29 0.0379
```
Positions in Å, forces in eV/Å.

Properties
- Kohn-Sham gap (alpha / beta) (eV) = 7.991 / 6.272
- energy above the lowest of the compared OMol25 structures with the same formula, charge and spin (kcal/mol) = 195.3
- maximum force (eV Å⁻¹) = 4.7
- calculated total energy (eV) = -16353.71670
- M (g mol⁻¹) = 215.0
- charge = +1